Here is a 13-piece molecular cluster, C53H67N13O9P2 overall in a non-equilibrium geometry from the OMol25 dataset. Energies are from ωB97M-V/def2-TZVPD.

CARTESIAN COORDINATES (ANGSTROEM)
C 3.08815 3.08843 -0.98894
C 3.32849 4.18037 0.11457
O 3.96595 3.83910 1.08934
N 2.89116 5.57104 0.04208
C 2.94206 5.90846 -1.41548
C 1.47486 5.74390 0.45551
C 1.12130 5.01286 1.83295
C 0.32203 3.68931 1.41317
C 0.34666 2.57014 2.53087
C 0.57661 1.12754 1.99378
C 0.14245 0.83910 0.63052
C 0.31529 -0.46972 0.02513
C 0.91816 -1.54148 0.85827
C 1.33497 -1.32360 2.25216
C 1.92197 -2.50296 3.09360
C 3.47501 -2.54708 2.94091
C 4.38018 -1.41660 3.09149
C 5.83202 -1.51164 2.89240
C 6.43345 -2.80589 2.52059
C 7.99479 -2.80999 2.27729
C 5.51970 -3.99039 2.40461
C 4.07315 -3.85617 2.61125
C 1.17947 0.04496 2.82152
P 1.68984 0.54275 4.53103
O 2.75807 1.57774 4.35972
O 0.46728 1.30725 5.38543
O 2.35549 -0.66799 5.45045
C 1.07479 -2.91045 0.13594
O 1.98328 -3.68645 0.32808
C 0.03015 -3.28864 -0.94441
C -0.56589 -2.19204 -1.74014
C -1.51994 -2.41453 -2.81108
C -1.94171 -3.77254 -3.14818
C -1.37678 -4.86703 -2.36834
C -0.39783 -4.64336 -1.27849
P 0.28349 -6.12255 -0.39071
O -0.02185 -6.12738 1.06089
O -0.44057 -7.46039 -1.11230
O 1.91821 -6.31771 -0.72613
C -0.15050 -0.72621 -1.44147
O -0.21836 0.18248 -2.27505
H 3.23542 2.09093 -0.49362
H 2.02065 3.12938 -1.33141
H 3.79677 3.21495 -1.85465
H 3.92368 5.61148 -1.87042
H 2.81474 7.00541 -1.59346
H 2.14271 5.38172 -2.01563
H 1.25902 6.84290 0.57290
H 0.77178 5.38901 -0.35825
H 2.04141 4.76185 2.41505
H 0.44359 5.71578 2.39314
H -0.74907 4.00490 1.28656
H 0.75239 3.38069 0.43057
H -0.66434 2.56062 3.02967
H 1.06994 2.88949 3.31969
H -0.31950 1.62962 -0.01386
H 1.55079 -2.53696 4.14597
H 1.53224 -3.44303 2.60551
H 3.92814 -0.42791 3.35197
H 6.41922 -0.57825 3.03656
H 8.24248 -3.70903 1.64979
H 8.30494 -1.90303 1.68495
H 8.53697 -2.88714 3.25149
H 5.93154 -5.00043 2.15804
H 3.37924 -4.73133 2.52657
H -0.31700 0.71094 5.44319
H 1.66603 -1.01074 6.05036
H -1.92105 -1.56331 -3.40849
H -2.64851 -4.02086 -3.96797
H -1.65974 -5.91950 -2.62112
H 0.16446 -7.66621 -1.85414
H 2.10958 -5.55861 -1.31797
C -5.46383 -3.35107 -5.46088
C -4.45187 -4.43122 -5.45859
N -3.66296 -5.26578 -5.43433
H -5.90782 -3.25604 -6.45205
H -6.24887 -3.57522 -4.73903
H -4.98999 -2.40730 -5.19008
C 7.81994 5.90439 -1.77103
C 6.55168 6.66697 -1.84736
N 5.56931 7.25830 -1.90426
H 8.01827 5.61982 -0.73812
H 7.74784 5.00437 -2.38101
H 8.64285 6.51783 -2.13650
C -7.29943 0.76199 -5.51137
C -6.14535 0.03410 -4.93737
N -5.25171 -0.53131 -4.49165
H -7.21606 1.82543 -5.28561
H -7.32414 0.62699 -6.59245
H -8.22583 0.37950 -5.08425
C -8.93793 1.04413 -1.95622
C -8.97235 2.36547 -2.62892
N -8.99853 3.38862 -3.14957
H -9.76441 0.96630 -1.25065
H -9.02658 0.24884 -2.69615
H -7.99984 0.92606 -1.41998
C 9.43313 -7.30667 0.65693
C 8.71186 -6.54559 1.70818
N 8.15517 -5.95339 2.51953
H 10.24509 -6.70121 0.25445
H 9.84593 -8.22241 1.07858
H 8.74776 -7.56483 -0.14950
C -3.98653 2.85809 4.22286
C -2.88067 1.87610 4.30385
N -2.02434 1.11520 4.36469
H -4.39567 2.87173 3.21297
H -4.77495 2.58510 4.92346
H -3.61671 3.85248 4.47148
C 2.76611 -1.16413 -3.48446
C 4.20276 -0.94287 -3.77438
N 5.31489 -0.77076 -3.99971
H 2.57226 -2.23500 -3.41932
H 2.48634 -0.69372 -2.54225
H 2.15642 -0.74200 -4.28279
C -0.31842 8.16406 -3.22228
C -0.98497 7.09648 -2.44004
N -1.49950 6.26912 -1.83334
H -0.71155 8.17850 -4.23831
H -0.49953 9.13203 -2.75610
H 0.75536 7.98078 -3.25781
C 5.12003 -8.85805 3.55512
C 6.39425 -9.31259 2.95114
N 7.38295 -9.66121 2.48455
H 4.89024 -7.84798 3.21642
H 4.31150 -9.52605 3.25974
H 5.20477 -8.85893 4.64125
C -8.94883 0.80650 2.19740
C -8.16761 0.11316 1.14602
N -7.55879 -0.42029 0.33176
H -9.80993 1.30335 1.75145
H -9.29717 0.08523 2.93644
H -8.32703 1.54891 2.69140
C -10.94968 4.33601 2.22304
C -9.78177 3.88924 3.01873
N -8.87601 3.54482 3.63410
H -11.71166 4.74766 2.88404
H -10.64145 5.10266 1.51281
H -11.37033 3.49233 1.67624
C -3.44249 0.93359 -2.49994
C -4.74235 1.64562 -2.53137
N -5.74962 2.19708 -2.55692
H -3.19614 0.65626 -1.47504
H -3.50350 0.03198 -3.10808
H -2.65557 1.57650 -2.89341

Summary:
Charge: 0
Kohn-Sham gap: 6.6 eV
HOMO energy: -7.8 eV
E: -112421.0490 eV
2S+1: 1



Here is C53H68ClInN2O5P2Te as an isolated structure from the OMol25 dataset. Energies are from ωB97M-V/def2-TZVPD.

CARTESIAN COORDINATES (ANGSTROEM)
In 0.01915 0.56604 -0.89243
C 0.91406 -3.09872 2.52135
C 0.17281 -4.11423 1.69328
C -0.61585 -5.06477 2.33335
C -1.28473 -6.05467 1.62582
C -1.15010 -6.10816 0.24821
C -0.37618 -5.15948 -0.40755
C 0.28118 -4.14574 0.28592
P 1.23340 -2.76859 -0.49938
C 0.96962 -3.07943 -2.29861
C -0.37161 -2.98829 -2.68818
C -0.77099 -3.19151 -3.99698
C 0.18937 -3.45317 -4.96065
C 1.52872 -3.46576 -4.60422
C 1.95097 -3.27178 -3.28884
C 3.43104 -3.22422 -3.01176
C 2.91362 -3.24115 -0.02519
C 3.23621 -4.55093 0.31773
C 4.43529 -4.89044 0.92534
C 5.33615 -3.84661 1.23392
C 5.07689 -2.55293 0.88202
C 3.87641 -2.16741 0.16783
C 3.69966 -0.89475 -0.31795
H 0.49929 -3.04132 3.53002
H 0.87805 -2.10182 2.07131
H 1.97147 -3.36710 2.59047
H -0.70401 -5.02822 3.41455
H -1.90717 -6.77421 2.14555
H -1.64662 -6.88638 -0.31991
H -0.28236 -5.21541 -1.48469
H -1.11875 -2.72636 -1.94470
H -1.81721 -3.10991 -4.25522
H -0.09982 -3.61012 -5.99391
H 2.28102 -3.61344 -5.37206
H 3.98598 -3.29530 -3.94950
H 3.74760 -4.03157 -2.35345
H 3.70843 -2.28936 -2.51818
H 2.51548 -5.33851 0.12137
H 4.65408 -5.91669 1.19427
H 6.25675 -4.08082 1.76228
H 5.79462 -1.77147 1.11608
H 2.84828 -0.61543 -0.92437
H 4.48120 -0.14978 -0.22914
C -2.03817 -0.03481 4.51109
C -1.11301 0.02249 3.29389
C -1.33863 -1.18366 2.37864
C 0.35244 0.12000 3.68324
C 0.86241 -0.68889 4.68359
C 2.19813 -0.61720 5.04636
C 3.02626 0.28312 4.40428
C 2.56049 1.12357 3.39641
C 3.54304 2.08532 2.75295
C 4.90083 1.43803 2.47501
C 3.73625 3.32563 3.63708
C 1.20556 1.03347 3.03016
N 0.60265 1.75647 1.98181
C 0.76153 2.99799 1.81656
C -0.03344 3.76263 0.83344
N -0.91329 3.23080 0.10319
C -1.80724 4.05113 -0.63205
C -3.05176 4.32527 -0.04192
C -3.95182 5.10618 -0.75498
C -3.65525 5.58818 -2.01986
C -2.43755 5.27714 -2.59354
C -1.49630 4.50674 -1.91879
C -0.19108 4.15324 -2.60114
C 0.62009 5.39836 -2.96639
C -0.43560 3.27194 -3.82976
C -3.49228 3.78865 1.31552
C -2.74877 4.42470 2.49742
C -3.45242 2.25982 1.40358
H -3.07775 0.07265 4.19289
H -1.81108 0.76480 5.21947
H -1.95205 -0.99002 5.03467
H -1.36698 0.91793 2.72935
H -1.02396 -2.10762 2.87204
H -0.77442 -1.08277 1.44856
H -2.39669 -1.27461 2.12261
H 0.21189 -1.40219 5.17586
H 2.59502 -1.27068 5.81344
H 4.07170 0.33021 4.68105
H 3.13826 2.40055 1.78955
H 5.47865 1.30340 3.39396
H 5.48411 2.07990 1.81214
H 4.77296 0.47100 1.99015
H 4.15685 3.03078 4.60214
H 2.79445 3.83966 3.83595
H 4.42161 4.03303 3.16435
H 1.40895 3.59945 2.46109
H 0.11997 4.84983 0.83746
H -4.91920 5.31619 -0.31288
H -4.38049 6.18696 -2.55737
H -2.20660 5.62631 -3.59295
H 0.41184 3.56623 -1.91296
H 0.08557 6.01929 -3.69130
H 1.57392 5.09831 -3.40337
H 0.82713 6.01003 -2.08364
H -0.94581 3.83431 -4.61779
H -1.05051 2.40467 -3.57608
H 0.52101 2.91191 -4.21280
H -4.54016 4.08617 1.41108
H -1.72500 4.05436 2.57115
H -3.25657 4.17266 3.43223
H -2.71784 5.51287 2.40423
H -2.44094 1.87817 1.25313
H -4.08994 1.82441 0.63495
H -3.80565 1.93047 2.38675
C -4.24086 -2.78097 -0.19198
C -4.35596 -1.27331 -0.32254
O -3.19679 -0.73877 -0.95012
P -3.21480 -0.23210 -2.50235
O -1.79615 0.09297 -2.80297
Te -4.90567 1.36444 -2.89480
O -3.56799 -1.65334 -3.23882
C -4.65072 -1.86819 -4.13131
C -4.27704 -1.51625 -5.56097
H -5.11093 -3.17362 0.34025
H -3.33666 -3.04762 0.35898
H -4.18376 -3.24698 -1.17617
H -4.42801 -0.81495 0.66473
H -5.25652 -0.99029 -0.87543
H -5.51933 -1.27906 -3.82676
H -4.90985 -2.92715 -4.04977
H -4.11583 -0.44023 -5.64037
H -5.08000 -1.80697 -6.24268
H -3.35754 -2.02477 -5.85336
Cl 4.33177 4.79420 -0.80009
C 3.46957 3.23650 -0.61972
C 2.91807 2.61722 -1.92977
O 3.35608 2.99363 -3.01088
O 2.06084 1.72293 -1.66805
H 2.64981 3.39440 0.07679
H 4.17154 2.52332 -0.19055

Summary:
Charge: -2
Kohn-Sham gap: 4.1 eV
HOMO energy: -0.7 eV
E: -112854.4335 eV
2S+1: 1



Here is C53H70CsGeN6O2P3 as an isolated structure in a non-equilibrium geometry from the OMol25 dataset. Energies are from ωB97M-V/def2-TZVPD.

CARTESIAN COORDINATES (ANGSTROEM)
Cs 1.57915 -0.27127 -1.99146
C 0.36412 -5.65781 1.13294
C 0.87895 -4.25774 0.81248
C 1.42490 -3.56382 2.06244
P -0.23360 -3.06917 -0.11908
C -1.86854 -2.99431 0.82525
N -1.92625 -2.04298 1.89461
Ge -1.04922 0.05820 1.59164
N -2.80674 0.85198 1.08362
C -3.16988 1.19639 -0.27942
P -1.82723 1.07094 -1.55391
C -2.85823 1.07437 -3.13564
C -2.82728 -0.32260 -3.76272
C -4.30801 1.55112 -3.03909
C -1.15673 2.81440 -1.61485
C -0.48231 3.10619 -0.27670
C -2.12764 3.93427 -1.98038
C -3.86764 0.51570 1.87940
C -5.21894 0.69240 1.53573
C -6.23280 0.20349 2.34455
C -5.94322 -0.48878 3.50891
C -4.61394 -0.62309 3.89114
C -3.60343 -0.08705 3.11935
N -2.20661 -0.07734 3.54914
C -1.84512 -1.34668 4.12573
C -1.57040 -1.56351 5.45606
C -1.38290 -2.86182 5.92616
C -1.51196 -3.93452 5.05258
C -1.72829 -3.72290 3.70480
C -1.83147 -2.41681 3.18476
C -1.93607 1.09972 4.36590
C -2.70028 1.44821 5.46285
C -2.37494 2.55653 6.23403
C -1.27345 3.31831 5.87545
C -0.52093 2.99982 4.76024
C -0.83223 1.87927 3.96196
N -0.15230 1.48949 2.86191
C 1.05504 2.21600 2.53633
P 2.14677 1.22921 1.41338
C 3.61839 2.36677 1.21366
C 3.21594 3.48144 0.24383
C 4.26919 2.94492 2.46770
C 2.67809 -0.10103 2.62199
C 2.78909 0.21388 4.11443
C 3.92897 -0.80523 2.09675
C -0.74568 -4.16728 -1.55097
C -1.02593 -3.25019 -2.74214
C -1.93023 -5.11203 -1.33211
H 1.15005 -6.21867 1.64651
H 0.10002 -6.21100 0.23265
H -0.50173 -5.62851 1.79661
H 1.71062 -4.36370 0.10569
H 0.63773 -3.38297 2.79145
H 1.86279 -2.60527 1.78616
H 2.19770 -4.17033 2.54196
H -2.15598 -4.00274 1.13190
H -2.56998 -2.65812 0.05298
H -3.60663 2.20175 -0.32473
H -3.93904 0.49609 -0.63287
H -2.30731 1.74871 -3.79770
H -3.31060 -1.04374 -3.09886
H -1.80594 -0.65346 -3.95162
H -3.36911 -0.32837 -4.71208
H -4.91376 0.84135 -2.47316
H -4.73008 1.60781 -4.04532
H -4.40486 2.53359 -2.57674
H -0.37712 2.76582 -2.38508
H -1.21276 3.10472 0.53870
H 0.01496 4.07860 -0.29933
H 0.27065 2.34466 -0.06336
H -2.92610 4.03264 -1.24086
H -2.57498 3.79243 -2.96402
H -1.58234 4.88099 -1.99767
H -5.48629 1.21691 0.62922
H -7.26422 0.35826 2.05215
H -6.73140 -0.90442 4.12226
H -4.36727 -1.16358 4.79733
H -1.52363 -0.73011 6.14320
H -1.16507 -3.03081 6.97201
H -1.42881 -4.94757 5.42550
H -1.81714 -4.57806 3.05023
H -3.56444 0.85789 5.73085
H -2.97696 2.81423 7.09501
H -0.99868 4.18393 6.46649
H 0.31465 3.63100 4.49143
H 1.62667 2.43546 3.44368
H 0.83995 3.17678 2.04620
H 4.35416 1.74187 0.69563
H 2.47211 4.14410 0.69701
H 2.80090 3.06236 -0.67599
H 4.08646 4.08519 -0.02200
H 3.57242 3.57343 3.02660
H 5.11810 3.56974 2.17785
H 4.64182 2.16605 3.13060
H 1.83153 -0.79035 2.53061
H 3.53267 0.97711 4.33606
H 3.08052 -0.69865 4.64305
H 1.82822 0.53412 4.52068
H 4.81801 -0.19240 2.26100
H 3.85125 -1.00631 1.02488
H 4.07596 -1.75864 2.60972
H 0.15047 -4.75561 -1.77206
H -1.80479 -2.53273 -2.47372
H -1.35675 -3.82181 -3.61206
H -0.12393 -2.70016 -3.01426
H -2.86823 -4.55404 -1.29248
H -1.84863 -5.70160 -0.41863
H -1.99701 -5.80629 -2.17279
O 2.07768 -2.10613 -3.55623
C 1.94482 -2.60133 -4.72424
C 1.65390 -3.98732 -4.92096
C 1.45755 -4.53350 -6.16874
C 1.54575 -3.74140 -7.31679
C 1.85275 -2.40070 -7.17337
C 2.06568 -1.81308 -5.92384
C 2.45640 -0.41985 -5.85698
N 2.78777 0.16505 -4.77307
N 3.24743 1.42114 -4.78263
C 3.10956 2.22298 -3.74954
O 2.41050 2.03232 -2.70449
C 3.86381 3.51366 -3.93368
C 3.56580 4.59753 -3.11309
C 4.23893 5.80317 -3.25478
C 5.22393 5.94046 -4.22044
C 5.52869 4.86371 -5.04603
C 4.85263 3.66203 -4.90630
H 1.58018 -4.59934 -4.02629
H 1.23297 -5.59206 -6.26110
H 1.39528 -4.17698 -8.29747
H 1.94276 -1.77475 -8.05704
H 2.49940 0.13064 -6.81031
H 2.78721 4.48230 -2.37039
H 3.98728 6.64305 -2.61668
H 5.74902 6.88192 -4.33517
H 6.29035 4.97199 -5.80948
H 5.06495 2.82186 -5.55062

Summary:
ΔE to the lowest compared entry with this formula, charge and spin: 163.86 kJ/mol
Charge: -1
Kohn-Sham gap (alpha / beta): 5.4 / 3.2 eV
HOMO energy (alpha / beta): -3.5 / -3.5 eV
E: -154064.2591 eV
Expectation value of S²: 0.77
2S+1: 2